Version A
ORCA calculation (wB97M-V/def2-TZVPD) on a 2-piece molecular cluster, ClH3NO2P overall.

As for the charge: 0. The calculation puts the LUMO energy at -0.0704 Eh.

Element x y z (Å)
N (-0.0572, 0.5425, -1.1187)
O (-0.4561, 0.4915, 1.6562)
O (1.0762, 0.7748, -0.3563)
P (1.0701, 0.4327, 1.2159)
Cl (-0.3684, -2.0800, 0.3366)
H (0.2575, 0.3921, -2.2262)
H (-0.5206, -0.3653, -0.7159)
H (-1.0017, -0.1883, 1.2085)

Version B
ORCA calculation (wB97M-V/def2-TZVPD) on a 2-piece molecular cluster, ClH3NO2P overall.

As for the charge: 0. The calculation puts the LUMO energy at -0.0011 Eh.

Element x y z (Å)
N (2.6633, -0.1674, 0.2021)
O (1.3152, 0.2395, 0.6767)
P (0.0197, 0.9537, 0.0666)
O (0.3756, 1.5125, -1.2314)
H (2.8482, -1.2273, 0.2575)
H (2.7210, 0.2076, -0.8037)
Cl (-5.1702, -0.1970, 0.6254)
H (-4.7729, -1.3217, 0.2069)

Version C
ORCA calculation (wB97M-V/def2-TZVPD) on one molecule with the formula ClH3NO2P.

As for the charge: 0. The calculation puts the LUMO energy at -0.0075 Eh.

Element x y z (Å)
N (-1.2720, 0.1014, -0.9098)
P (-0.1210, -0.1955, 0.0208)
O (1.2770, -0.6127, -0.4921)
O (0.3187, 0.9096, 1.1408)
Cl (-0.0328, -1.9977, 1.7035)
H (-1.2696, -0.6174, -1.5722)
H (1.8747, -1.0494, 0.0881)
H (-0.2546, 1.6149, 1.4761)

Which of them is the most stable, and which is the least stable? version C and version A, in that order.

Version A
ORCA calculation (wB97M-V/def2-TZVPD) on one molecule with the formula C13H13N3OS.

As for the charge: 0. The calculation puts the LUMO energy at 0.0190 Eh.

Element x y z (Å)
C (2.5689, 0.5774, -1.4402)
N (1.6543, -0.5140, -1.2349)
C (1.5763, -1.2578, -0.0859)
O (2.2623, -1.1208, 0.8917)
C (0.4447, -2.2576, -0.3110)
C (-0.7381, -1.9613, 0.6365)
C (-1.1392, -0.5221, 0.5925)
C (-1.7035, 0.1587, -0.4501)
N (-1.8971, 1.4668, -0.1065)
C (-1.4681, 1.6606, 1.1745)
C (-1.4806, 2.8009, 1.9687)
C (-0.9927, 2.6877, 3.2520)
C (-0.4951, 1.4739, 3.7352)
C (-0.4764, 0.3423, 2.9529)
C (-0.9735, 0.4239, 1.6520)
N (0.1211, -2.0256, -1.6934)
C (0.7454, -0.9335, -2.1807)
S (0.4989, -0.2354, -3.6364)
H (3.0979, 0.7455, -0.5046)
H (3.2778, 0.3304, -2.2322)
H (2.0166, 1.4719, -1.7293)
H (0.7959, -3.2840, -0.1529)
H (-1.5739, -2.6075, 0.3544)
H (-0.4278, -2.2160, 1.6495)
H (-1.9939, -0.1884, -1.4235)
H (-2.2916, 2.1706, -0.7067)
H (-1.8652, 3.7377, 1.5930)
H (-0.9930, 3.5513, 3.9003)
H (-0.1203, 1.4306, 4.7469)
H (-0.0835, -0.5866, 3.3373)
H (-0.6871, -2.4176, -2.1458)

Version B
ORCA calculation (wB97M-V/def2-TZVPD) on one molecule with the formula C13H13N3OS.

As for the charge: 0. The calculation puts the LUMO energy at 0.0166 Eh.

Element x y z (Å)
C (0.6027, -1.7846, -2.7081)
N (0.1611, -0.7551, -1.7121)
C (-0.8361, -1.0458, -0.7471)
S (-1.7522, -2.3943, -0.7830)
N (-0.9971, -0.2969, 0.4494)
C (-1.8813, -0.4386, 1.5152)
C (-3.3041, -0.6071, 1.3536)
C (-4.1326, -0.6544, 2.4864)
C (-3.5915, -0.6523, 3.8330)
N (-2.1954, -0.7204, 3.9277)
C (-1.3927, -0.5546, 2.9224)
C (1.1657, 0.2020, -1.3183)
C (1.1520, 1.4780, -1.8505)
C (2.0662, 2.4872, -1.4943)
C (3.1891, 2.2122, -0.8047)
O (4.1842, 3.0719, -0.3717)
C (3.4163, 0.8864, -0.4219)
C (2.3731, -0.1220, -0.6509)
H (1.2170, -1.2680, -3.4684)
H (-0.2079, -2.2965, -3.2286)
H (1.2097, -2.5532, -2.1537)
H (-0.1864, 0.2241, 0.8219)
H (-3.7414, -0.5123, 0.3296)
H (-5.2419, -0.5440, 2.3221)
H (-4.2803, -0.8721, 4.6110)
H (-0.3853, -0.6432, 3.0793)
H (0.3007, 1.7002, -2.5447)
H (1.9351, 3.5004, -1.9028)
H (4.4004, 3.5821, -1.1917)
H (4.3250, 0.6000, 0.0399)
H (2.4277, -1.2296, -0.3390)

Which of them is the most stable, and which is the least stable? version A and version B, in that order.